{
  "formula": "C5H12O2",
  "method": "ωB97M-V/def2-TZVPD",
  "symbols": ["O", "O", "C", "C", "C", "C", "C", "H", "H", "H", "H", "H", "H", "H", "H", "H", "H", "H", "H"],
  "coordinates": [[0.28244, -1.66369, -0.81879], [2.74715, -0.84221, 0.02954], [0.76511, 0.55296, 0.05282], [2.03497, 0.11200, 0.82013], [-1.48996, -0.09157, -0.74794], [-2.52094, 0.57218, 0.16174], [-0.22819, -0.54908, -0.14453], [-0.60370, 0.97174, -1.76298], [-3.25580, -0.13039, 0.59661], [0.32762, 1.43446, 0.52922], [3.28656, -1.39779, 0.60550], [0.43920, 1.13144, -1.42396], [1.25086, -1.56863, -0.83014], [2.65653, 0.99166, 1.02091], [-1.92402, -0.83448, -1.42444], [-3.09640, 1.29712, -0.41453], [-0.44869, -0.74090, 0.92634], [1.83607, -0.34470, 1.81883], [-2.05880, 1.09986, 1.00567]],
  "nbo_charge": [-0.724, -0.741, -0.323, -0.106, -0.172, -0.661, -0.031, 0.033, 0.220, 0.211, 0.480, 0.108, 0.499, 0.177, 0.224, 0.226, 0.202, 0.174, 0.205],
  "homo_ev": -8.530,
  "energy_ha": -348.008260,
  "total_charge": 0,
  "fmax_ha_per_bohr": 0.0463,
  "orbital_gap_ev": 8.92,
  "e_above_lowest_kj_mol": 516.1
}